Record 1
Molecular formula: C32H35FN2O5S
Method: DFT, the ωB97M-V functional and the def2-TZVPD basis

Last column: Mulliken charge in e.
Positions of all 76 atoms, in Å:
C 2.33902 5.31323 -0.81945  -1.010
N 2.07743 3.89360 -0.77699  0.300
C 3.06927 2.97957 -0.98115  0.180
O 4.25989 3.25335 -1.19792  -0.753
C 2.43278 1.59091 -0.90133  0.172
C 3.06877 0.69160 0.16248  -0.462
C 4.52107 0.38471 -0.12849  0.534
C 5.47944 0.61475 0.87017  -0.390
C 6.83357 0.45838 0.57161  -0.596
C 7.23166 0.02465 -0.69379  -0.439
C 6.26227 -0.27157 -1.67029  -0.706
C 4.90551 -0.10647 -1.37219  -0.129
N 1.03728 1.90014 -0.63888  0.389
C 0.16078 0.89803 -0.39433  -0.217
C -1.16897 1.00519 -0.07151  0.409
C -2.02446 -0.08795 0.23936  -0.636
C -3.51580 0.28987 0.14099  0.423
C -4.45696 -0.71106 -0.17716  -0.152
C -5.76430 -0.43005 -0.53186  -0.707
C -6.24111 0.89134 -0.52392  -0.466
C -5.35711 1.90522 -0.16182  -0.835
C -4.03008 1.63515 0.16711  -0.145
C 0.73731 3.34209 -0.58187  0.270
C 0.17769 3.78635 0.77911  -1.544
C -0.18738 3.80512 -1.72032  -1.628
H 3.41063 5.46784 -0.97146  0.371
H 1.78491 5.79352 -1.63519  0.303
H 2.02287 5.78468 0.11765  0.304
H 2.49948 1.10898 -1.89549  0.128
H 2.97969 1.18022 1.14657  0.283
H 2.49911 -0.24635 0.22785  0.234
H 5.13993 0.95320 1.84861  0.361
H 7.57794 0.68305 1.34204  0.353
H 8.29046 -0.09346 -0.92958  0.363
H 6.55862 -0.62158 -2.65583  0.366
H 4.13521 -0.32918 -2.12097  0.320
H 0.58073 -0.10396 -0.45119  1.147
H -1.60816 2.01630 -0.22929  -0.367
H -1.89114 -1.10693 -0.37910  -0.248
H -4.14066 -1.75532 -0.11516  -0.078
H -6.44260 -1.24131 -0.78357  0.397
H -7.29241 1.10713 -0.74940  0.361
H -5.72185 2.92016 -0.10643  0.397
H -3.40139 2.45617 0.46347  0.528
H 0.91387 3.59545 1.57026  0.341
H -0.03282 4.86335 0.75256  0.494
H -0.74604 3.25845 1.02557  0.359
H 0.35547 3.74420 -2.67214  0.407
H -1.06459 3.16093 -1.80165  0.275
H -0.51544 4.83613 -1.52154  0.447
C -1.13062 -2.85841 5.12590  -1.186
C -0.42958 -1.83949 4.27032  -0.225
O -1.20594 -1.75847 3.01543  -0.241
C -0.56756 -1.15258 1.99715  -0.030
C -1.14701 -1.63904 0.62056  1.067
F 0.00019 -1.96867 -0.18329  -0.355
S -1.93643 -3.38809 0.92632  1.659
C -2.05718 -4.09926 -0.71981  0.052
C -3.27439 -3.96154 -1.38491  -0.231
C -3.34284 -4.23580 -2.75264  -0.735
C -2.21974 -4.76170 -3.39778  -0.385
C -1.03142 -5.00960 -2.69723  -0.594
C -0.94458 -4.66759 -1.34312  -0.376
O -0.96546 -4.23516 1.61576  -0.666
O -3.24676 -3.19077 1.46835  -0.642
O 0.42238 -0.46911 2.06547  -0.546
H -0.66302 -2.90759 6.11489  0.402
H -2.16647 -2.57186 5.30369  0.306
H -1.11306 -3.85037 4.65586  0.246
H -0.43151 -0.83823 4.71357  0.307
H 0.60058 -2.16334 4.08019  0.310
H -4.15383 -3.63147 -0.83481  0.565
H -4.27448 -4.02512 -3.28668  0.397
H -2.26827 -4.96235 -4.46551  0.376
H -0.16480 -5.45623 -3.19399  0.387
H -0.02764 -4.84594 -0.77779  0.432

* LUMO: 0.09 eV
* DFT total energy: -2223.9502 a.u.
* Kohn-Sham gap: 6.80 eV

Record 2
Molecular formula: C32H35N5O11P2Pt
Method: DFT, the ωB97M-V functional and the def2-TZVPD basis

Last column: Mulliken charge in e.
Positions of all 86 atoms, in Å:
Pt -0.60638 0.23626 0.42351  2.258
C 2.64756 1.24163 0.13546  -1.071
P 1.10723 1.03550 -0.76668  0.068
C 0.66527 2.67615 -1.44902  0.332
N 1.52668 3.35002 -2.14244  -0.390
C 1.10557 4.55431 -2.63706  0.146
C 2.00904 5.35892 -3.36544  -0.517
C 1.58550 6.54392 -3.89446  -0.580
C 0.24743 6.96972 -3.72332  -0.555
C -0.64120 6.20746 -3.02182  -0.521
C -0.22300 4.98383 -2.45654  -0.007
N -1.11334 4.24014 -1.73268  -0.322
C -0.65462 3.15493 -1.19792  0.071
P -1.70414 2.09669 -0.14535  1.097
C -2.92130 1.61500 -1.41778  -1.827
C -2.67823 2.98888 1.18797  2.672
C -2.17932 2.63233 2.59510  -1.456
C -4.14698 2.55057 1.08070  -1.868
C -2.57176 4.50395 0.99002  -1.860
C 1.47849 -0.04587 -2.22144  1.792
C 1.79029 -1.45914 -1.71645  -1.859
C 0.22659 -0.08609 -3.10488  -1.486
C 2.66929 0.47906 -3.02843  -1.809
H 3.35650 1.74199 -0.52436  0.548
H 3.03186 0.26728 0.43826  0.451
H 2.45766 1.85361 1.01470  0.073
H 3.02651 5.00864 -3.48155  0.471
H 2.27509 7.16666 -4.44925  0.406
H -0.06782 7.91324 -4.14930  0.402
H -1.66640 6.51638 -2.86671  0.468
H -3.42056 2.50277 -1.80764  0.466
H -3.66020 0.92001 -1.02268  0.440
H -2.38016 1.13351 -2.23184  0.496
H -2.05894 1.56190 2.74657  0.057
H -2.93432 2.98014 3.30477  0.643
H -1.24802 3.13355 2.83250  0.152
H -4.26755 1.47211 1.20333  0.259
H -4.61047 2.85787 0.14395  0.383
H -4.69456 3.03540 1.89099  0.526
H -1.53719 4.83958 1.06906  0.178
H -3.14746 4.97863 1.78967  0.577
H -2.98276 4.82302 0.03283  0.328
H 0.97334 -1.87158 -1.12742  0.205
H 2.69612 -1.48597 -1.10805  0.347
H 1.95319 -2.10694 -2.58163  0.584
H -0.64181 -0.44246 -2.54649  0.160
H 0.39620 -0.77159 -3.93852  0.580
H -0.00332 0.89713 -3.52350  0.281
H 3.60084 0.39258 -2.46743  0.381
H 2.54462 1.51487 -3.33301  0.320
H 2.76774 -0.13847 -3.92551  0.506
O 0.78146 5.11245 2.02538  -0.760
C 0.90232 3.89028 1.94602  -0.659
O 0.35273 3.13284 1.07137  -0.588
C 1.79084 3.17706 2.93699  0.042
C 2.76927 3.88122 3.62379  -0.850
C 3.62950 3.24855 4.52892  -1.069
C 3.45044 1.90063 4.71406  1.045
O 4.13705 1.05677 5.54635  -0.511
C 3.60061 -0.24762 5.31334  -0.298
O 2.48133 -0.11594 4.43714  -0.507
C 2.46673 1.20059 4.04462  1.107
C 1.62949 1.80458 3.14570  -0.485
H 2.84398 4.94461 3.44275  0.497
H 4.39725 3.79308 5.06152  0.419
H 3.27204 -0.67561 6.26038  0.272
H 4.36171 -0.87424 4.84218  0.272
H 0.87012 1.24476 2.62419  0.681
O -1.15907 -7.24451 3.01467  -0.623
N -1.93445 -6.35704 2.72414  1.045
O -3.14509 -6.45456 2.72692  -0.623
C -1.36071 -5.06511 2.33356  -0.736
C -2.19483 -4.03105 2.01566  -0.412
C -1.64660 -2.80270 1.67260  -0.123
C -0.23446 -2.56724 1.57378  1.047
O 0.31446 -1.53360 1.10643  -0.530
C 0.55520 -3.70426 1.95822  -0.710
C 0.02542 -4.91055 2.30109  -0.503
N 2.02655 -3.59626 1.94817  1.018
O 2.64504 -4.58990 1.61510  -0.615
O 2.51996 -2.54685 2.29538  -0.497
N -2.58551 -1.75194 1.39553  0.628
O -2.23165 -0.55649 1.59786  -0.693
O -3.70628 -2.01410 1.07193  -0.538
H -3.26699 -4.16080 2.05046  0.625
H 0.67484 -5.74014 2.54130  0.635

* LUMO: -2.11 eV
* DFT total energy: -3143.6530 a.u.
* Kohn-Sham gap: 5.66 eV

Question: Among the records above, which one has the highest DFT total energy?
Answer: C32H35FN2O5S